Entry from the OMol25 dataset: the molecule C5H7NO in a non-equilibrium geometry (wB97M-V/def2-TZVPD).

Results
HOMO energy	-9.42	eV
total charge	0
Kohn-Sham gap	9.712	eV

```
14
Properties=species:S:1:pos:R:3:forces:R:3
H 1.001756 -2.430973 0.737468 0.056 0.252 -0.194
N 0.236764 -1.774973 0.905779 -0.041 -0.146 0.428
C 0.435898 -0.608789 0.465887 -0.912 1.117 -0.416
C 1.519230 -0.085716 -0.344371 1.144 0.262 -0.033
C 1.477579 1.059942 -1.027836 0.184 -0.430 0.040
C -0.670809 0.458474 0.682890 -0.437 -1.325 0.556
C -1.988962 -0.034218 0.159394 -0.231 0.525 0.157
O -0.494202 1.486233 1.282216 0.166 -0.051 -0.260
H 2.436444 -0.661777 -0.287313 0.177 0.056 -0.187
H 2.352812 1.454164 -1.518335 0.165 -0.187 -0.188
H 0.592377 1.659003 -1.155655 -0.233 0.082 0.283
H -1.914631 -0.223253 -0.907670 0.015 -0.082 -0.187
H -2.780204 0.681612 0.359110 -0.046 0.083 -0.010
H -2.204051 -0.979731 0.648435 -0.007 -0.156 0.012
```
Forces are in eV/Å.

Entry from the OMol25 dataset: a structure of composition C22H15IrNOS8 in a non-equilibrium geometry (wB97M-V/def2-TZVPD).

Results
HOMO energy (spin up / spin down)	-6.48 / -7.46	eV
total charge	0
multiplicity	2
Kohn-Sham gap (spin up / spin down)	5.149 / 6.057	eV

```
48
Properties=species:S:1:pos:R:3:forces:R:3
Ir -0.739496 0.355167 0.613927 1.100 -0.623 -0.831
S -1.926781 1.433241 -0.990017 -0.382 0.016 -0.219
C -0.659538 2.464692 -1.673362 -0.151 0.081 0.116
C -0.860687 3.014448 -2.941148 -0.011 0.037 0.104
C 0.098718 3.823590 -3.514411 0.038 0.029 -0.011
C 1.277242 4.128565 -2.838134 -0.032 0.036 -0.019
C 1.484138 3.615365 -1.573251 -0.042 -0.012 0.019
C 0.528015 2.771286 -1.017142 0.074 0.017 -0.024
S 0.747171 2.130588 0.622515 -0.056 0.009 0.191
C 2.260118 1.083170 0.526553 0.080 0.033 0.010
C 2.098665 -0.261817 1.191241 -0.021 0.100 0.037
C 3.202865 -1.055598 1.468369 -0.009 0.058 0.032
C 3.006748 -2.324557 1.975356 -0.064 -0.011 -0.003
C 1.715169 -2.781074 2.207318 0.053 0.044 0.077
C 0.660822 -1.935392 1.946181 -0.105 0.190 -0.134
C -0.786458 -2.284673 2.113848 0.117 -0.108 -0.073
S -1.712534 -1.729783 0.609111 -0.343 -0.034 0.274
C -3.272653 -1.431037 1.410699 -0.022 0.186 -0.049
C -4.359972 -2.257741 1.169369 0.055 -0.027 0.067
C -5.564127 -1.987541 1.797097 -0.015 0.021 0.052
C -5.657724 -0.899086 2.658578 -0.040 -0.058 -0.026
C -4.574046 -0.067318 2.881419 0.104 0.005 0.037
C -3.360663 -0.314282 2.241391 -0.014 0.020 -0.130
S -1.987461 0.771811 2.478299 -0.029 0.197 0.168
N 0.864844 -0.695929 1.459066 -0.171 -0.146 0.509
H -1.768271 2.772817 -3.478161 -0.010 -0.005 -0.003
H -0.067140 4.215652 -4.508798 0.008 0.009 -0.008
H 2.021652 4.767508 -3.291852 0.015 -0.018 -0.017
H 2.381378 3.862376 -1.018865 0.020 -0.020 -0.003
H 3.067987 1.627934 1.014504 0.025 0.026 -0.089
H 2.509938 0.966284 -0.531556 -0.081 -0.123 -0.004
H 4.193984 -0.689483 1.241809 0.001 -0.003 0.002
H 3.853492 -2.971848 2.156778 0.008 0.000 0.022
H 1.529810 -3.778441 2.578827 0.002 -0.016 -0.020
H -1.204799 -1.691276 2.927045 -0.007 -0.068 0.050
H -0.956977 -3.342999 2.296232 0.035 -0.020 -0.115
H -4.258660 -3.097289 0.493775 -0.001 -0.003 -0.017
H -6.424970 -2.614158 1.610922 -0.008 -0.001 0.001
H -6.599478 -0.678690 3.143741 -0.006 -0.009 0.009
H -4.666492 0.794834 3.529266 -0.013 0.015 -0.012
O 5.867332 -0.338647 -3.217422 0.049 0.013 0.011
C 4.682315 -0.489071 -3.089785 -0.037 0.018 -0.021
S 3.455678 0.346589 -4.037316 -0.004 0.068 -0.026
C 2.011950 -0.354115 -3.289019 0.062 -0.020 -0.015
C 2.260435 -1.292723 -2.265299 0.147 0.067 0.119
S 1.138911 -2.135335 -1.343856 -0.277 0.148 -0.023
S 3.957433 -1.586500 -1.900736 0.020 -0.074 0.022
S 0.532115 0.140484 -3.843104 -0.060 -0.044 -0.036
```
Forces are in eV/Å.

Entry from the OMol25 dataset: the molecule C9H10OS2 in a non-equilibrium geometry (wB97M-V/def2-TZVPD).

Results
HOMO energy (spin up / spin down)	-7.24 / -7.24	eV
total charge	0
Kohn-Sham gap (spin up / spin down)	6.656 / 6.653	eV

```
22
Properties=species:S:1:pos:R:3:forces:R:3
C 3.460312 0.441640 -0.345530 -2.452 -2.856 0.410
C 2.610783 0.762733 0.668849 0.798 3.987 2.867
C 3.210951 -0.728305 -1.044841 -3.834 1.329 2.306
C 1.573589 -0.011390 1.087595 -0.268 -1.769 -1.989
C 1.969913 -1.380664 -0.858195 1.332 -0.226 0.512
C 1.194268 -1.100418 0.288654 1.122 -0.448 -1.221
C 0.123843 -1.965068 0.667543 -2.448 -0.217 0.303
C -3.797063 1.291147 0.104490 1.758 0.197 0.954
C -2.261736 0.928630 0.074419 0.307 0.308 -0.504
O -2.506879 -1.631582 -0.643828 -0.451 -1.586 0.984
S -1.301621 -2.537948 0.801881 2.008 1.071 -1.039
S -1.810672 -0.344946 -1.169252 0.225 1.155 0.391
H 4.221023 1.056052 -0.544916 2.998 2.053 -0.866
H 2.875268 1.774813 1.248823 -0.839 -2.389 -1.164
H 3.812627 -0.962832 -1.799748 2.298 -1.267 -3.111
H 0.882743 0.077336 1.839968 -0.843 1.316 2.319
H 1.708326 -2.174120 -1.540735 -0.145 -0.183 0.085
H -4.013570 2.201040 0.685708 0.282 -0.758 0.888
H -4.297093 1.609577 -0.769892 0.177 -0.339 -1.820
H -4.233851 0.363007 0.442206 -0.722 0.173 0.458
H -1.887369 0.655260 1.111352 -0.555 0.088 -1.164
H -1.533802 1.676041 -0.304543 -0.750 0.360 0.401
```
Forces are in eV/Å.

Entry from the OMol25 dataset: a cluster of 2 separate species, C4H10OS in total in a non-equilibrium geometry (wB97M-V/def2-TZVPD).

Results
HOMO energy (spin up / spin down)	-12.51 / -12.47	eV
total charge	+1
multiplicity	2
Kohn-Sham gap (spin up / spin down)	8.316 / 3.012	eV

```
16
Properties=species:S:1:pos:R:3:forces:R:3
C 2.502638 2.058832 1.081480 0.232 -0.469 0.566
C 1.209765 1.256144 1.269489 0.155 -0.048 -0.448
S -0.045082 1.558727 0.027306 0.033 -0.112 0.018
H 2.392782 3.103357 1.351025 -0.036 0.131 -0.229
H 2.989587 1.899889 0.123305 -0.246 0.185 -0.161
H 3.162628 1.595531 1.820720 0.106 0.219 0.005
H 1.402909 0.186562 1.192005 -0.145 -0.061 -0.057
H 0.774800 1.444535 2.249625 -0.247 0.162 0.137
H -0.171144 2.906638 0.068259 0.163 -0.005 0.192
O -2.144237 -3.929002 -0.405096 0.132 -0.090 -0.812
C -2.119816 -2.746657 -0.602415 -0.200 -0.250 1.143
C -1.949135 -1.985491 -1.867641 0.707 0.074 -0.498
H -2.222661 -2.118041 0.306629 -0.085 0.415 -0.060
H -1.458509 -1.040490 -1.626831 0.309 -0.083 -0.115
H -2.870876 -1.678263 -2.305389 -1.183 0.099 0.003
H -1.453642 -2.512269 -2.682466 0.306 -0.168 0.318
```
Forces are in eV/Å.

Which E_tot belongs to each record? In order, -8834.6632, -116117.5468, -33208.6591, -17182.7617 eV.
Which relative energy (zero: lowest compared OMol25 entry of this formula, charge and spin) belongs to each record? In order, 35.5, 36.3, 60.8, 22.2 kcal/mol.